Computed, not measured: C3H5N3 in the gas phase at a distorted geometry, with the ωB97M-V functional and the def2-TZVPD basis.

Computed properties:
LUMO energy: 1.0 eV
spin multiplicity: 1
orbital gap: 0.41078 Eh
ΔE to the lowest compared entry with this formula, charge and spin: 41.9 kcal per mole
electronic energy: -281.5232 a.u.

Geometry (Å):
C (-1.57787, -0.38244, -0.00403)
C (-0.12114, -0.08551, -0.07120)
N (0.77687, -1.02006, -0.11073)
N (1.98580, -0.39027, -0.12812)
N (1.86350, 0.97039, -0.05292)
C (0.56576, 1.16345, -0.11023)
H (-1.99972, -0.10097, 0.96446)
H (-2.12086, 0.16842, -0.77331)
H (-1.75863, -1.44835, -0.15368)
H (2.25716, -1.02562, 0.62173)
H (0.12914, 2.15096, -0.18198)


Computed, not measured: a molecular structure, C3H5N3 at a distorted geometry, with the ωB97M-V functional and the def2-TZVPD basis.

Computed properties:
LUMO energy (alpha / beta): 0.1 / -0.1 eV
spin multiplicity: 1
orbital gap (alpha / beta): 0.29354 / 0.29426 Eh
ΔE to the lowest compared entry with this formula, charge and spin: 118.6 kcal per mole
electronic energy: -281.4011 a.u.

Geometry (Å):
C (-1.84538, -0.08012, 0.15594)
C (0.32832, -0.57442, 0.33515)
C (0.92525, 0.51265, -0.37150)
N (2.13762, 0.00834, -0.12254)
N (1.99660, -1.07363, 0.56137)
N (-0.78427, -1.01109, 0.67135)
H (-1.97628, -0.13886, -0.93686)
H (-1.71810, 0.98980, 0.40961)
H (-2.73754, -0.44224, 0.64247)
H (0.65817, 1.39843, -0.90167)
H (3.01560, 0.41113, -0.44331)